A structure of composition C12H33As2BaF12O11P2 at a distorted geometry, computed with ωB97M-V/def2-TZVPD.

ORCA input file:
```
! RIJCOSX wB97M-V def2-TZVPD def2/J DEFGRID3
* xyz -3 1
Ba 0.205 -1.022 -1.919
O -0.218 -1.071 -4.511
H -0.325 -0.196 -4.888
O -1.984 -2.768 -2.290
H -2.691 -2.526 -1.674
O 1.099 -3.421 -2.039
H 1.802 -3.814 -1.509
As 3.942 0.024 -1.982
F 5.106 0.947 -2.965
F 5.068 -1.309 -2.115
F 2.774 -0.797 -0.980
F 2.824 1.382 -2.008
F 3.038 -0.609 -3.342
F 4.739 0.535 -0.494
As -3.224 1.356 -3.205
F -4.518 2.232 -4.027
F -2.246 1.508 -4.641
F -1.925 0.438 -2.400
F -4.299 1.238 -1.823
F -3.915 -0.115 -3.878
F -2.450 2.800 -2.568
C -3.314 3.641 -0.252
C -2.441 2.543 0.399
O -1.208 3.129 0.807
P 0.159 2.592 0.167
O 0.162 1.239 -0.410
O 0.576 3.865 -0.734
C 1.153 3.691 -2.045
C 0.579 4.821 -2.915
O 1.183 2.710 1.420
C 2.490 2.183 1.309
C 3.494 3.316 0.967
H -4.155 3.128 -0.716
H -3.584 4.408 0.470
H -2.677 4.071 -1.025
H -3.017 2.165 1.255
H -2.339 1.629 -0.190
H 2.236 3.720 -2.169
H 0.792 2.703 -2.335
H -0.501 4.800 -3.060
H 0.836 5.782 -2.465
H 0.999 4.743 -3.921
H 2.794 1.562 2.151
H 2.564 1.481 0.473
H 3.334 3.781 0.001
H 3.450 4.105 1.727
H 4.471 2.853 1.124
C -0.724 -5.961 2.940
C 0.082 -4.654 2.936
O -0.508 -3.808 1.954
P -0.437 -2.188 2.127
O -0.492 -1.408 0.894
O -1.547 -1.850 3.248
C -2.891 -1.547 2.873
C -3.820 -2.751 2.969
O 0.879 -1.999 3.011
C 2.024 -1.478 2.278
C 2.815 -2.565 1.567
H -0.116 -6.744 3.395
H -1.619 -5.773 3.534
H -0.983 -6.223 1.918
H 0.228 -4.197 3.916
H 1.108 -4.838 2.602
H -3.216 -0.680 3.446
H -2.848 -1.248 1.820
H -4.599 -2.639 3.729
H -4.393 -2.977 2.065
H -3.293 -3.696 3.115
H 1.731 -0.719 1.554
H 2.626 -1.037 3.074
H 3.841 -2.233 1.393
H 2.977 -3.414 2.240
H 2.341 -2.846 0.625
*
```

HOMO level: 2.605 eV
energy: -209071.861 eV
Kohn-Sham gap: 3.077 eV

=====

A cluster of 14 separate species, C5H38N2O13 in total at a distorted geometry, computed with ωB97M-V/def2-TZVPD.

ORCA input file:
```
! RIJCOSX wB97M-V def2-TZVPD def2/J DEFGRID3
* xyz 0 1
C 1.375 -2.231 -0.359
C 2.187 -1.579 0.826
C 1.356 -0.648 1.651
C 1.737 0.593 1.967
N 1.049 1.471 2.790
C 1.344 2.920 2.804
N 0.462 -3.264 0.181
H 0.725 -1.420 -0.653
H 2.027 -2.751 -1.062
H 2.544 -2.452 1.372
H 3.124 -1.098 0.513
H 0.449 -1.023 2.150
H 2.628 1.073 1.577
H 0.280 1.189 3.368
H 2.363 3.125 2.527
H 0.766 3.354 1.966
H 0.836 3.307 3.680
H 0.086 -2.838 1.022
H 0.895 -4.115 0.511
H 1.435 2.850 -1.706
H 0.662 3.845 -2.699
O 0.999 3.695 -1.822
H -1.575 -2.329 -0.317
H -2.707 -1.220 0.160
O -2.119 -1.558 -0.521
H 3.811 0.981 -1.399
H 3.947 1.559 -0.038
O 4.361 1.601 -0.902
H 0.703 -3.585 3.407
H 1.120 -2.289 4.126
O 1.291 -2.833 3.353
H -1.857 -2.098 -2.228
H -1.422 -3.507 -2.294
O -1.581 -2.761 -2.884
H -2.064 3.069 -1.825
H -2.286 1.858 -2.675
O -2.764 2.632 -2.325
H -2.592 -0.368 -2.420
H -1.942 -0.005 -3.941
O -1.964 0.080 -2.990
H -3.845 1.648 -0.846
H -2.778 2.182 0.228
O -3.512 1.589 0.046
H 3.004 1.390 -3.193
H 1.559 0.937 -3.521
O 2.085 1.468 -2.924
H -2.177 -1.534 2.345
H -0.640 -1.775 2.247
O -1.416 -1.957 2.808
H -3.568 0.171 1.317
H -4.326 -1.033 1.745
O -3.502 -0.575 1.939
H 0.460 -1.089 -3.550
H -0.170 -0.597 -2.319
O 0.692 -0.607 -2.745
H -0.299 2.339 -0.238
H -0.410 1.828 1.213
O -0.848 2.384 0.556
*
```

HOMO level: -7.911 eV
energy: -35398.032 eV
Kohn-Sham gap: 8.064 eV
ΔE to the lowest compared entry with this formula, charge and spin: 100.1 kcal per mole

=====

A structure of composition C4H4NO at a distorted geometry, computed with ωB97M-V/def2-TZVPD.

ORCA input file:
```
! RIJCOSX wB97M-V def2-TZVPD def2/J DEFGRID3
* xyz 1 1
C -1.149 -0.979 -0.015
C -0.714 0.914 0.033
C -0.021 -0.262 0.038
C 1.357 -0.420 0.036
N -2.311 -0.516 0.023
O -2.050 0.748 0.033
H -0.143 1.821 -0.134
H 1.639 -1.035 -0.890
H 1.631 -0.826 1.006
H 1.760 0.556 -0.131
*
```

HOMO level (spin up / spin down): -16.573 / -16.572 eV
energy: -7735.616 eV
Kohn-Sham gap (spin up / spin down): 7.400 / 7.398 eV
ΔE to the lowest compared entry with this formula, charge and spin: 111.3 kcal per mole

=====

The ion C4H5N2O2 with charge +1 at a distorted geometry, computed with ωB97M-V/def2-TZVPD.

ORCA input file:
```
! RIJCOSX wB97M-V def2-TZVPD def2/J DEFGRID3
* xyz 1 1
C 1.363 -0.590 0.765
C 1.372 -1.141 -0.416
C -0.387 0.568 0.599
C 0.241 -0.721 -1.354
N -0.602 0.179 -0.585
N -1.313 1.546 1.433
O -2.445 1.584 1.079
O -0.755 2.181 2.251
H 1.860 -0.490 1.733
H 2.066 -1.906 -0.579
H 0.563 -0.263 -2.201
H -0.458 -1.456 -1.669
H -1.503 0.511 -1.056
*
```

HOMO level: -15.928 eV
energy: -11289.973 eV
Kohn-Sham gap: 10.328 eV
ΔE to the lowest compared entry with this formula, charge and spin: 126.5 kcal per mole

=====

A structure of composition C15H30AlClNO4S at a distorted geometry, computed with ωB97M-V/def2-TZVPD.

ORCA input file:
```
! RIJCOSX wB97M-V def2-TZVPD def2/J DEFGRID3
* xyz -1 1
C -0.169 2.491 4.427
C 0.438 1.299 4.579
C 0.376 0.099 3.673
Al 0.209 0.438 1.665
C 2.059 0.200 0.867
C 2.174 0.633 -0.604
C 3.288 -0.119 -1.370
C 2.800 -1.521 -1.644
O 3.906 -2.374 -2.047
C 3.788 -3.695 -1.796
C 2.466 -4.350 -2.128
O 4.718 -4.320 -1.361
C -1.066 -0.998 0.978
C -1.413 -0.958 -0.528
C -2.917 -0.780 -0.756
C -3.358 -0.731 -2.221
S -3.029 0.739 -3.144
O -1.652 1.103 -3.088
O -3.632 0.588 -4.433
Cl -4.103 2.140 -2.132
N -0.340 2.159 1.183
C -1.690 2.370 0.692
C -2.097 3.850 0.720
H -1.201 2.602 4.111
H 0.391 3.409 4.589
H 1.038 1.176 5.487
H 1.327 -0.430 3.824
H -0.396 -0.634 3.963
H 2.711 0.866 1.451
H 2.449 -0.812 1.032
H 2.396 1.699 -0.674
H 1.251 0.440 -1.164
H 3.496 0.359 -2.331
H 4.183 -0.136 -0.747
H 2.312 -1.952 -0.769
H 2.065 -1.513 -2.454
H 2.520 -5.389 -1.819
H 1.628 -3.853 -1.642
H 2.286 -4.308 -3.204
H -1.992 -0.870 1.555
H -0.617 -1.958 1.253
H -0.880 -0.172 -1.065
H -1.160 -1.927 -0.980
H -3.313 0.069 -0.195
H -3.403 -1.673 -0.350
H -4.442 -0.849 -2.269
H -2.925 -1.556 -2.789
H 0.319 2.617 0.563
H -2.408 1.806 1.295
H -1.763 2.062 -0.362
H -1.815 4.307 1.670
H -1.631 4.397 -0.103
H -3.181 3.962 0.590
*
```

HOMO level: -4.349 eV
energy: -55676.903 eV
Kohn-Sham gap: 6.699 eV

=====

An isolated molecule of C5H11N5 at a distorted geometry, computed with ωB97M-V/def2-TZVPD.

ORCA input file:
```
! RIJCOSX wB97M-V def2-TZVPD def2/J DEFGRID3
* xyz 0 1
C 0.401 1.375 0.141
C 0.565 -0.454 1.980
C -1.433 -0.956 -0.104
C 0.288 -0.721 -1.798
C 0.810 -0.161 0.518
N 1.168 2.254 -0.489
N -0.836 1.830 0.365
N 0.366 3.301 -0.635
N -0.804 3.055 -0.139
N 0.011 -1.051 -0.390
H 0.654 -1.520 2.195
H 1.314 0.074 2.562
H -0.410 -0.093 2.293
H -1.678 0.109 0.032
H -2.004 -1.372 -0.929
H -1.676 -1.496 0.807
H -0.021 0.305 -1.990
H 1.357 -0.792 -1.999
H -0.253 -1.395 -2.459
H 1.863 -0.279 0.255
H 0.317 -2.013 -0.215
*
```

HOMO level: -8.969 eV
energy: -12811.275 eV
Kohn-Sham gap: 8.763 eV
ΔE to the lowest compared entry with this formula, charge and spin: 47.4 kcal per mole

=====

An isolated molecule of C2H6O, computed with ωB97M-V/def2-TZVPD.

ORCA input file:
```
! RIJCOSX wB97M-V def2-TZVPD def2/J DEFGRID3
* xyz 0 1
C -1.014 0.046 0.008
C 0.484 0.210 -0.160
O 1.139 -1.002 0.175
H -1.261 -0.314 1.012
H -1.493 1.017 -0.157
H -1.415 -0.664 -0.721
H 0.841 1.033 0.474
H 0.686 0.496 -1.205
H 1.998 -0.785 0.553
*
```

HOMO level: -10.306 eV
SMILES: CCO
energy: -4218.437 eV
Kohn-Sham gap: 11.321 eV
ΔE to the lowest compared entry with this formula, charge and spin: 0.7 kcal per mole

=====

A structure of composition C27H44BrCaNOP2S at a distorted geometry, computed with ωB97M-V/def2-TZVPD.

ORCA input file:
```
! RIJCOSX wB97M-V def2-TZVPD def2/J DEFGRID3
* xyz 2 1
C -0.648 7.367 -6.250
C -0.840 5.992 -6.497
C -1.133 5.615 -7.824
C -1.235 6.605 -8.810
N -1.060 7.899 -8.553
C -0.772 8.276 -7.309
C -0.737 5.006 -5.444
C -0.644 4.158 -4.565
C -0.471 3.171 -3.539
C 0.647 3.240 -2.683
C 0.862 2.257 -1.695
C -0.030 1.211 -1.614
C -1.190 1.137 -2.365
C -1.397 2.123 -3.360
Ca -0.215 -0.248 0.382
P 1.992 -0.884 -1.210
H -1.280 4.571 -8.087
H -0.407 7.727 -5.253
H -1.468 6.329 -9.841
H -0.631 9.345 -7.134
H -2.283 2.062 -3.996
H 1.357 4.058 -2.792
H -1.943 0.348 -2.243
H 1.747 2.347 -1.055
C 2.341 -2.470 -0.306
C 3.244 -3.455 -1.042
H 1.368 -2.936 -0.092
H 2.776 -2.218 0.672
H 3.431 -4.325 -0.402
H 2.802 -3.828 -1.972
H 4.227 -3.044 -1.297
C 1.945 -1.312 -2.995
C 2.939 -0.587 -3.906
H 0.929 -1.032 -3.313
H 2.009 -2.401 -3.136
H 2.676 -0.804 -4.955
H 2.893 0.507 -3.772
H 3.980 -0.912 -3.749
C 3.542 0.078 -0.951
C 4.866 -0.677 -0.915
H 3.428 0.617 0.004
H 3.582 0.851 -1.727
H 5.677 0.047 -0.748
H 4.908 -1.412 -0.102
H 5.095 -1.197 -1.855
Br -1.544 -2.218 1.508
P -2.626 -3.439 -4.244
C -0.786 -3.528 -4.150
C -0.327 -4.976 -4.326
H -0.475 -3.119 -3.177
H -0.387 -2.882 -4.947
H 0.738 -5.009 -4.578
H -0.473 -5.559 -3.409
H -0.879 -5.476 -5.133
C -3.054 -3.215 -2.465
C -4.470 -3.730 -2.199
H -2.959 -2.148 -2.219
H -2.313 -3.773 -1.871
H -4.617 -3.887 -1.128
H -5.224 -3.012 -2.538
H -4.654 -4.682 -2.712
C -2.875 -1.738 -4.925
C -3.111 -1.798 -6.436
H -1.993 -1.130 -4.676
H -3.750 -1.319 -4.408
H -3.555 -0.861 -6.785
H -2.176 -1.945 -6.988
H -3.794 -2.613 -6.704
C 1.979 2.085 4.110
S 0.698 2.212 2.833
C 1.391 3.514 1.792
O 0.921 0.946 1.978
H 1.835 2.838 4.905
H 2.963 2.238 3.651
H 1.906 1.080 4.546
H 1.524 4.441 2.362
H 2.343 3.166 1.371
H 0.687 3.691 0.975
*
```

HOMO level (spin up / spin down): -13.024 / -13.053 eV
energy: -150127.681 eV
Kohn-Sham gap (spin up / spin down): 5.772 / 3.624 eV
ΔE to the lowest compared entry with this formula, charge and spin: 62.9 kcal per mole

=====

Number 1: molar mass 930.5 u. Number 2: molar mass 334.4 u. Number 3: molar mass 82.1 u. Number 4: molar mass 113.1 u. Number 5: molar mass 382.9 u. Number 6: molar mass 141.2 u. Number 7: molar mass 46.1 u. Number 8: molar mass 612.7 u.